(1)
Molecular formula: C41H27IIrN4PS
Method: DFT, wB97M-V/def2-TZVPD

Its highest occupied orbital energy is -7.79 eV. The value obtained for the HOMO-LUMO gap is 6.78 eV. As for the total charge: 0. Its multiplicity is 1. Its calculated total energy is -79978.75991 eV. As for the relative energy (zero: lowest compared OMol25 entry of this formula, charge and spin): 0.0000 eV.

```
76
Properties=species:S:1:pos:R:3:lowdin_charge:R:1
Ir -0.236 1.231 -0.966 0.851
I -1.430 -0.015 -3.228 1.200
C -1.694 -2.055 -3.052 -0.613
C -2.488 -2.556 -4.043 -0.172
C -2.720 -3.941 -4.158 -0.062
C -2.131 -4.773 -3.266 -0.028
C -1.310 -4.272 -2.224 -0.149
C -0.740 -5.217 -1.341 -0.016
C 0.063 -4.818 -0.326 -0.038
C 0.310 -3.446 -0.159 -0.106
C -0.224 -2.469 -0.967 -0.245
P 0.380 -0.846 -0.275 0.964
C 2.166 -1.152 -0.292 -0.366
C 2.755 -1.272 -1.553 -0.092
C 4.103 -1.564 -1.668 -0.056
C 4.870 -1.747 -0.522 -0.071
C 4.288 -1.626 0.729 -0.069
C 2.936 -1.323 0.850 -0.082
C -0.177 -0.970 1.468 -0.350
C 0.359 -0.077 2.398 -0.102
C -0.114 -0.048 3.698 -0.053
C -1.138 -0.903 4.089 -0.061
C -1.682 -1.786 3.173 -0.074
C -1.210 -1.815 1.866 -0.093
C -1.061 -2.872 -2.069 -0.167
H -2.942 -1.883 -4.757 0.083
H -3.347 -4.319 -4.954 0.113
H -2.274 -5.844 -3.328 0.118
H -0.957 -6.266 -1.501 0.121
H 0.509 -5.530 0.356 0.116
H 0.951 -3.161 0.663 0.105
H 2.160 -1.125 -2.449 0.110
H 4.551 -1.660 -2.648 0.111
H 5.923 -1.981 -0.609 0.108
H 4.883 -1.762 1.622 0.111
H 2.497 -1.235 1.833 0.105
H 1.147 0.603 2.113 0.074
H 0.312 0.654 4.404 0.109
H -1.522 -0.867 5.100 0.109
H -2.500 -2.434 3.456 0.103
H -1.678 -2.490 1.164 0.108
S 3.430 2.678 -3.557 0.584
C 2.089 2.130 -2.874 -0.968
N 1.081 1.755 -2.391 -0.198
N -1.895 0.928 0.137 -0.002
C -2.834 0.793 0.796 -0.128
C -3.995 0.578 1.521 -0.250
C -4.434 -0.761 1.711 -0.251
N -4.787 -1.853 1.844 0.135
C -4.725 1.675 2.060 -0.241
N -5.311 2.564 2.504 0.131
C -3.762 4.050 -1.432 -0.066
C -2.627 3.639 -2.099 -0.082
C -1.434 3.507 -1.387 -0.144
C -1.370 3.736 -0.011 -0.267
C -2.516 4.195 0.636 -0.032
C -3.700 4.337 -0.065 -0.059
C -0.092 3.493 0.665 -0.077
C 0.679 2.449 0.326 -0.266
C 2.063 2.328 0.872 -0.244
C 3.129 1.805 0.152 -0.061
C 4.418 1.818 0.672 -0.069
C 4.660 2.316 1.941 -0.082
C 3.599 2.812 2.690 -0.075
C 2.321 2.823 2.157 -0.062
H -4.695 4.168 -1.968 0.107
H -2.647 3.467 -3.168 0.105
H -0.507 3.379 -1.961 0.089
H -2.488 4.387 1.702 0.122
H -4.593 4.653 0.456 0.105
H 0.224 4.207 1.421 0.115
H 2.965 1.413 -0.835 0.053
H 5.231 1.430 0.073 0.109
H 5.664 2.324 2.346 0.102
H 3.766 3.196 3.688 0.103
H 1.505 3.210 2.755 0.110
```

=====

(2)
Molecular formula: C36H63F7N3O28P
Method: DFT, wB97M-V/def2-TZVPD

Its highest occupied orbital energy is -9.09 eV. The value obtained for the HOMO-LUMO gap is 8.78 eV. As for the total charge: 0. Its multiplicity is 1. Its calculated total energy is -128460.52596 eV. As for the SMILES: O=C1OC[C@@H](F)O1.O=C1OC[C@@H](F)O1.O=C1OC[C@@H](F)O1.O=C1OC[C@@H](F)O1.O=C1OC[C@@H](F)O1.O=C1OC[C@@H](F)O1.O=C1OC[C@@H](F)O1.COP(=O)(OC)OC.COC[C@H](C)N.COC[C@H](C)N.COC[C@H](C)N.

```
138
Properties=species:S:1:pos:R:3:lowdin_charge:R:1
C -0.513 -2.353 2.514 -0.084
C -0.767 -1.265 1.547 -0.463
C 0.068 -0.061 1.919 -0.219
O -0.067 0.974 0.948 -0.217
C 0.485 2.294 1.193 -0.070
N -0.248 -1.716 0.281 0.039
H -1.086 -3.238 2.238 0.081
H -0.901 -2.101 3.501 0.085
H 0.486 -2.787 2.550 0.086
H -1.824 -1.010 1.465 0.149
H 1.119 -0.350 1.958 0.119
H -0.095 0.332 2.923 0.121
H 1.565 2.183 1.089 0.081
H 0.240 2.683 2.181 0.079
H 0.076 2.973 0.444 0.081
H 0.709 -2.009 0.416 0.070
H -0.345 -0.926 -0.341 0.065
C -5.076 0.296 -1.658 -0.061
C -4.137 -0.020 -2.837 -0.439
C -4.846 -0.430 -4.136 -0.233
O -5.427 -1.677 -3.881 -0.195
C -5.728 -2.440 -5.083 -0.064
N -3.332 1.166 -3.039 0.026
H -5.932 0.912 -1.934 0.079
H -4.619 0.632 -0.727 0.067
H -5.634 -0.578 -1.325 0.069
H -3.483 -0.856 -2.587 0.132
H -4.113 -0.423 -4.943 0.116
H -5.537 0.321 -4.519 0.127
H -4.802 -2.958 -5.335 0.081
H -6.055 -1.753 -5.864 0.086
H -6.463 -3.222 -4.892 0.082
H -2.873 1.304 -2.150 0.061
H -2.572 0.880 -3.639 0.066
C 3.809 3.432 6.790 -0.051
C 3.994 2.766 8.157 -0.445
C 3.839 1.263 8.210 -0.217
O 2.621 1.087 7.561 -0.225
C 2.273 -0.295 7.294 -0.065
N 5.176 3.245 8.848 0.014
H 4.583 3.254 6.043 0.076
H 3.756 4.519 6.843 0.070
H 2.866 3.089 6.363 0.069
H 3.253 3.194 8.833 0.130
H 3.763 0.867 9.223 0.128
H 4.583 0.721 7.628 0.132
H 2.802 -0.563 6.379 0.082
H 1.196 -0.308 7.125 0.087
H 2.616 -1.003 8.048 0.084
H 5.069 2.835 9.765 0.063
H 5.231 4.239 9.022 0.068
C 3.661 -9.550 -4.945 -0.109
O 3.099 -8.330 -4.483 -0.198
P 3.736 -7.544 -3.218 0.482
O 3.705 -6.046 -3.347 -0.268
O 2.974 -8.112 -1.900 -0.230
C 3.416 -7.910 -0.571 -0.094
O 5.238 -8.143 -3.108 -0.229
C 6.212 -7.264 -2.585 -0.139
H 2.934 -10.313 -4.667 0.090
H 4.665 -9.822 -4.619 0.086
H 3.605 -9.615 -6.031 0.088
H 3.827 -8.821 -0.135 0.090
H 2.594 -7.612 0.079 0.094
H 4.229 -7.188 -0.657 0.077
H 6.706 -7.603 -1.675 0.092
H 5.972 -6.201 -2.616 0.084
H 7.064 -7.271 -3.265 0.084
C -6.700 3.170 3.354 -0.022
C -5.212 2.878 3.651 -0.342
O -5.188 1.483 3.812 0.155
C -6.372 1.021 4.097 -0.581
O -6.504 -0.167 4.397 0.132
O -7.258 1.970 3.897 0.105
F -4.952 3.496 4.770 0.101
H -6.831 3.259 2.276 0.137
H -6.877 4.157 3.783 0.144
H -4.478 3.289 2.958 0.171
C -2.610 8.792 6.261 -0.049
C -1.658 8.403 5.085 -0.289
O -2.567 8.500 3.961 0.130
C -3.821 8.740 4.322 -0.499
O -4.847 8.733 3.605 0.109
O -3.856 9.104 5.645 0.053
F -1.320 7.152 5.254 0.102
H -2.254 9.760 6.614 0.131
H -2.680 8.070 7.075 0.142
H -0.750 8.986 4.933 0.169
C 0.225 -2.278 -6.707 -0.021
C -0.006 -3.442 -7.664 -0.357
O -0.076 -2.745 -8.878 0.131
C -0.624 -1.530 -8.676 -0.554
O -1.048 -0.691 -9.465 0.141
O -0.670 -1.355 -7.379 0.079
F -1.161 -4.040 -7.507 0.127
H 1.265 -2.014 -6.517 0.141
H -0.135 -2.494 -5.701 0.139
H 0.835 -4.135 -7.659 0.172
C -4.212 -6.754 -2.205 -0.068
C -3.119 -7.164 -1.162 -0.347
O -2.666 -8.367 -1.756 0.114
C -3.365 -8.606 -2.940 -0.441
O -3.204 -9.698 -3.602 0.070
O -4.139 -7.594 -3.323 0.100
F -3.496 -7.441 0.044 0.132
H -4.074 -5.694 -2.419 0.132
H -5.237 -6.763 -1.834 0.140
H -2.290 -6.458 -1.129 0.167
C 5.264 -1.428 0.135 -0.056
C 6.223 -0.504 0.984 -0.241
O 6.358 -1.258 2.203 0.160
C 5.724 -2.379 2.175 -0.521
O 5.716 -3.313 3.045 0.081
O 5.117 -2.520 0.976 0.054
F 5.711 0.703 1.276 0.081
H 5.704 -1.647 -0.838 0.134
H 4.236 -1.105 -0.034 0.139
H 7.178 -0.347 0.483 0.165
C 4.049 5.100 -3.738 -0.080
C 5.167 4.442 -2.971 -0.234
O 4.616 3.097 -3.008 0.130
C 3.392 3.006 -3.455 -0.609
O 2.711 2.021 -3.369 0.160
O 2.950 4.218 -3.764 0.099
F 5.111 4.742 -1.654 0.076
H 4.361 5.308 -4.762 0.139
H 3.708 6.085 -3.421 0.146
H 6.190 4.497 -3.344 0.173
C -2.237 7.718 -1.634 -0.053
C -3.099 7.063 -2.736 -0.280
O -3.300 8.286 -3.489 0.083
C -3.300 9.401 -2.624 -0.537
O -3.757 10.508 -2.876 0.146
O -2.838 9.000 -1.496 0.097
F -4.247 6.724 -2.156 0.093
H -1.193 7.873 -1.903 0.138
H -2.286 7.173 -0.691 0.139
H -2.635 6.223 -3.252 0.172
```

=====

(3)
Molecular formula: H12O6
Method: DFT, wB97M-V/def2-TZVPD

Its highest occupied orbital energy is -11.14 eV. The value obtained for the HOMO-LUMO gap is 11.59 eV. As for the total charge: 0. Its multiplicity is 1. Its calculated total energy is -12480.11002 eV. As for the relative energy (zero: lowest compared OMol25 entry of this formula, charge and spin): 1.0037 eV. As for the SMILES: O.O.O.O.O.O.

```
18
Properties=species:S:1:pos:R:3:lowdin_charge:R:1
H 1.771 0.162 0.805 -0.044
H 1.480 -1.259 0.631 0.019
H 1.033 -0.801 -1.228 0.022
H -0.263 -1.560 -1.036 0.004
H 1.951 1.616 -1.608 0.075
H 0.908 1.605 -0.489 0.040
H -1.041 1.440 -0.764 0.047
H -1.093 1.750 0.653 0.016
H -0.060 -0.181 1.199 -0.073
H -0.719 -0.301 2.399 0.099
H -2.501 -1.733 -0.832 0.104
H -1.760 -0.770 0.253 0.017
O 1.693 -0.595 1.295 -0.018
O 0.699 -1.687 -0.982 -0.074
O 1.619 1.049 -0.902 -0.066
O -0.875 2.197 -0.163 -0.051
O -0.882 -0.052 1.489 0.000
O -1.961 -0.880 -0.720 -0.114
```

=====

(4)
Molecular formula: C29H71N3O13
Method: DFT, wB97M-V/def2-TZVPD

Its highest occupied orbital energy (alpha / beta) is -10.55 / -10.55 eV. The value obtained for the HOMO-LUMO gap (alpha / beta) is 8.17 / 1.86 eV. As for the total charge: +1. Its multiplicity is 2. Its calculated total energy is -62294.46459 eV. As for the relative energy (zero: lowest compared OMol25 entry of this formula, charge and spin): 1.7531 eV.

```
116
Properties=species:S:1:pos:R:3:lowdin_charge:R:1
C 5.530 -1.233 0.290 -0.110
O 4.549 -0.295 -0.095 -0.198
C 4.445 0.745 0.869 -0.194
C 3.685 0.546 2.151 -0.217
O 4.403 -0.252 3.007 -0.208
C 3.802 -0.708 4.226 -0.052
H 6.533 -0.991 -0.059 0.085
H 5.312 -2.166 -0.230 0.082
H 5.601 -1.487 1.348 0.087
H 4.050 1.588 0.302 0.099
H 5.426 1.201 1.005 0.135
H 2.796 -0.057 1.961 0.120
H 3.519 1.561 2.512 0.136
H 4.399 -1.207 4.989 0.090
H 2.953 -1.376 4.078 0.078
H 3.498 0.281 4.568 0.089
C -0.920 -1.416 4.019 -0.124
O -0.048 -1.013 3.035 -0.226
C 0.088 -1.822 1.853 -0.152
C -0.219 -0.989 0.580 -0.204
O 0.146 -1.506 -0.688 -0.201
C 1.591 -1.277 -1.038 -0.035
H -0.445 -2.320 4.400 0.089
H -1.903 -1.669 3.621 0.072
H -0.989 -0.710 4.846 0.097
H -0.554 -2.700 1.923 0.127
H 1.148 -2.069 1.898 0.110
H 0.264 -0.020 0.703 0.111
H -1.297 -0.824 0.594 0.105
H 1.924 -2.082 -1.692 0.060
H 2.302 -1.446 -0.229 0.067
H 1.530 -0.272 -1.456 0.079
C -6.133 -0.214 9.024 -0.084
O -5.436 -0.387 7.738 -0.210
C -6.272 -0.933 6.659 -0.151
C -5.437 -0.661 5.347 -0.202
O -4.318 -1.473 5.207 -0.195
C -4.623 -2.724 4.668 -0.116
H -6.645 -1.120 9.349 0.075
H -6.827 0.623 8.944 0.082
H -5.433 -0.115 9.853 0.080
H -7.255 -0.466 6.597 0.113
H -6.479 -1.977 6.897 0.113
H -5.136 0.386 5.325 0.123
H -6.042 -0.861 4.463 0.106
H -4.753 -3.206 5.637 0.094
H -3.751 -3.221 4.244 0.081
H -5.477 -2.767 3.993 0.085
C -1.021 -1.888 -5.429 -0.033
O -0.019 -2.113 -6.402 -0.068
C 0.423 -3.455 -6.670 -0.087
C 1.273 -4.209 -5.573 -0.053
O 2.584 -3.594 -5.721 -0.033
C 2.703 -2.292 -4.952 0.036
H -1.998 -2.292 -5.697 0.117
H -1.353 -0.866 -5.243 0.108
H -0.746 -2.355 -4.484 0.104
H 1.042 -3.489 -7.566 0.143
H -0.422 -4.047 -7.020 0.163
H 1.457 -5.264 -5.776 0.157
H 0.788 -3.932 -4.637 0.131
H 1.999 -1.525 -5.276 0.095
H 3.668 -1.793 -5.042 0.085
H 2.603 -2.415 -3.874 0.090
C 3.378 4.743 -4.697 -0.129
O 4.134 4.794 -3.501 -0.177
C 5.480 4.178 -3.604 -0.123
C 5.645 2.623 -3.872 -0.159
O 4.633 1.856 -3.165 -0.216
C 4.847 0.414 -3.330 -0.077
H 2.444 5.304 -4.680 0.092
H 3.027 3.738 -4.933 0.064
H 3.792 5.090 -5.644 0.086
H 5.841 4.376 -2.594 0.117
H 6.148 4.734 -4.263 0.120
H 6.655 2.300 -3.617 0.121
H 5.569 2.471 -4.948 0.112
H 4.071 -0.158 -2.820 0.065
H 5.783 0.113 -2.861 0.093
H 4.769 0.006 -4.338 0.068
C -1.593 1.985 2.811 0.016
C -2.967 1.617 2.443 -0.535
O -3.240 0.440 2.221 0.004
N -3.891 2.574 2.251 0.015
C -5.316 2.456 1.922 -0.038
H -1.391 1.687 3.840 0.096
H -1.372 3.045 2.686 0.084
H -0.853 1.430 2.234 0.071
H -3.489 3.490 2.109 0.131
H -5.379 1.807 1.048 0.080
H -5.822 3.399 1.716 0.087
H -5.784 2.052 2.819 0.082
C 2.080 3.669 -0.927 0.021
C 1.178 3.090 -2.058 -0.531
O 0.055 3.551 -2.233 0.024
N 1.692 2.157 -2.889 0.006
C 0.929 1.602 -4.049 -0.040
H 2.918 3.020 -0.677 0.040
H 1.509 3.746 -0.002 0.076
H 2.528 4.627 -1.194 0.079
H 2.691 2.009 -2.869 0.078
H 0.764 2.534 -4.590 0.080
H -0.058 1.237 -3.763 0.074
H 1.630 0.909 -4.515 0.067
C -4.909 -2.129 1.207 0.006
C -4.555 -1.767 -0.277 -0.535
O -4.846 -2.477 -1.249 0.005
N -3.826 -0.676 -0.427 0.008
C -3.228 -0.200 -1.682 -0.059
H -5.126 -1.195 1.725 0.052
H -4.042 -2.536 1.727 0.071
H -5.840 -2.696 1.242 0.082
H -3.534 -0.169 0.396 0.070
H -4.048 0.035 -2.361 0.083
H -2.563 -0.941 -2.125 0.065
H -2.595 0.672 -1.512 0.082
```

=====

The highest multiplicity belongs to which entry?
C29H71N3O13